# 1
This record from the Open Molecules 2025 dataset describes a 9-piece molecular cluster, C16H55N3O16S5 overall. The level of theory is ωB97M-V with the def2-TZVPD basis set.

Each line ends with the Mulliken charge.
Element x y z (Å)
H  -3.77  2.58  -2.88  0.3645
C  3.99  0.45  3.55  -1.0282
H  -1.20  0.17  -2.03  0.1805
S  3.41  -2.66  -0.38  1.1436
H  4.51  2.45  2.54  0.4521
C  -1.81  -2.75  2.21  -0.9164
H  -2.78  -2.80  -1.65  0.1878
H  1.68  -1.77  -3.52  0.1487
C  -0.73  -1.03  5.56  -0.4378
O  -6.89  -3.21  1.13  -0.6053
H  0.81  0.29  6.44  0.5182
N  -3.56  1.68  1.71  -0.0918
H  4.31  1.00  -2.50  0.3056
O  -2.33  -0.26  3.39  -0.9487
H  -3.62  1.15  -3.83  0.4230
H  4.63  3.83  -2.59  0.3233
H  0.63  1.71  2.50  -0.2384
H  -4.52  1.54  1.43  0.4132
S  1.91  3.68  2.56  1.2387
O  -1.83  1.31  -0.48  -0.4847
H  -1.63  -0.47  5.78  0.2716
H  -3.05  -1.30  -2.60  0.1602
H  -1.45  3.11  -0.69  -0.0801
H  -3.57  -2.90  -3.08  0.4464
H  -3.26  1.30  -2.23  -0.0745
N  -1.22  4.06  -0.96  0.0209
H  -6.25  -5.49  -1.05  0.3346
O  -5.62  -3.13  -1.16  -0.3314
O  2.62  -3.89  -0.38  -0.5939
S  2.30  2.87  -2.25  1.2075
H  -3.42  2.68  1.67  0.3993
H  2.67  -0.33  -0.48  -0.0625
H  -4.52  -1.33  -0.61  0.2056
O  3.70  -2.08  -1.90  -0.2431
H  3.37  0.04  -3.59  -0.1949
O  -4.40  -3.38  1.03  -0.4707
O  1.02  3.50  -2.58  -0.8399
C  3.36  -2.94  -2.98  -0.4899
H  4.30  1.54  -5.35  0.3314
H  -1.11  -0.64  -0.57  -0.0246
H  -6.52  -5.86  0.75  0.3402
N  -3.89  1.58  -2.96  -0.2215
H  3.50  4.60  -1.47  0.3199
O  2.74  1.99  -3.60  -0.4276
H  -0.58  -1.75  6.37  0.3678
O  4.77  -2.60  0.26  -0.6417
C  -5.87  -5.45  -0.03  -0.9297
H  -0.90  -3.36  2.22  0.4581
H  3.03  0.01  3.84  0.0319
H  -3.01  1.40  0.91  -0.0886
H  3.28  4.86  -3.22  0.3872
C  0.65  2.56  1.82  0.2484
O  2.49  2.04  -1.03  -0.3926
H  3.40  1.55  1.82  -0.4150
S  -1.23  -1.19  3.08  1.1172
H  -0.27  4.17  -1.27  0.2795
H  -4.94  -5.99  0.11  0.3246
H  -1.75  4.43  -1.74  0.3938
H  -0.29  3.10  1.77  0.2881
C  2.40  -1.23  0.08  0.0353
C  3.59  4.15  -2.46  -0.9598
H  -2.23  -2.62  1.22  0.0878
H  5.49  0.33  -4.75  0.3786
H  -5.50  -1.46  -2.06  0.3178
S  -5.68  -3.63  0.38  1.0639
O  2.72  4.29  1.52  -0.5775
O  -0.83  -1.90  4.47  -0.3051
C  -3.50  -2.22  -2.24  -0.9020
O  2.71  2.57  3.47  -0.3382
H  0.41  0.68  4.79  0.0582
C  1.89  -2.82  -3.31  -0.8536
H  3.79  -2.61  -3.93  0.2816
O  -0.07  -0.69  2.39  -0.1088
H  0.84  2.15  0.82  -0.2813
H  -3.16  1.21  2.51  0.4467
C  4.86  1.18  -4.49  -1.3422
C  0.43  -0.14  5.51  -0.8680
H  4.54  -0.35  3.05  0.3988
H  1.40  -1.45  -0.31  -0.0845
C  -0.94  0.35  -0.99  -0.1308
H  0.10  0.67  -0.89  -0.2861
H  -1.55  4.58  -0.16  0.4652
C  3.79  1.03  -3.46  0.5024
O  1.31  4.57  3.50  -0.6553
H  -2.63  -3.05  2.87  0.4190
C  3.67  1.82  2.84  0.4532
H  -4.84  1.34  -2.72  0.3768
H  1.26  -3.20  -2.50  0.2453
H  1.35  -0.64  5.20  0.2601
C  -4.79  -1.99  -1.44  -0.1489
H  3.94  -3.86  -3.01  0.4330
H  4.43  0.70  4.52  0.3434
H  2.48  -1.21  1.16  0.1966
H  5.45  2.04  -4.19  0.2734
H  1.58  -3.29  -4.24  0.4456

molar mass: 706.0 g/mol
largest force on an atom: 4.77 eV Å⁻¹
relative energy (zero: lowest compared OMol25 entry of this formula, charge and spin): 0.000 eV
net charge: +2
orbital gap: 0.283 hartree
LUMO: -6.677 eV
HOMO: -14.391 eV

=====

# 2
This record from the Open Molecules 2025 dataset describes C16H55N4O13S as an isolated structure. The level of theory is ωB97M-V with the def2-TZVPD basis set.

Each line ends with the Mulliken charge.
Element x y z (Å)
H  -4.56  -4.20  0.73  0.2959
H  4.81  -2.13  -2.09  0.2877
N  4.19  1.57  -1.71  -0.5133
C  2.56  2.96  2.48  -0.3063
H  5.13  3.82  -2.79  0.4082
H  -1.78  0.17  1.89  0.2667
H  -3.49  -3.69  -1.43  0.1021
H  4.61  4.54  2.09  0.3427
H  -5.06  1.33  -2.50  0.3185
O  -4.77  -0.72  -3.05  -0.3739
H  -0.88  -2.74  -2.47  0.2135
N  0.96  1.41  3.55  -0.8203
H  3.17  2.96  3.39  0.2395
H  3.16  -2.00  -1.83  0.5220
N  -1.57  -0.64  2.46  -0.0106
C  -3.61  -0.87  -2.22  -0.0806
O  4.11  -0.87  3.14  -0.7205
H  -0.31  1.84  -3.65  0.4824
S  3.40  -1.24  1.93  1.0509
H  -6.39  0.26  -2.06  0.2762
O  2.30  -2.30  -1.70  -0.9398
O  -0.77  -2.57  0.63  -1.3472
H  3.10  3.33  -1.58  0.3349
H  0.00  1.09  3.39  0.1813
H  4.26  3.66  0.65  0.2714
H  -4.23  -0.73  1.69  0.1755
N  -1.49  -2.06  -2.04  0.0061
H  -4.86  -1.59  3.03  0.4586
H  1.25  -0.44  0.48  0.1865
H  1.33  0.78  2.81  0.4014
H  2.08  -2.34  -2.63  0.1137
C  3.38  2.59  -2.33  0.6980
C  0.59  3.81  3.87  -1.3677
C  -4.81  -3.32  1.32  -0.9944
O  -3.62  -2.69  1.79  -0.1379
H  0.16  0.15  -3.47  0.3351
H  1.25  4.06  4.70  0.2952
C  1.11  2.72  2.94  0.9604
O  4.22  -1.04  0.72  -0.8549
H  1.18  -1.36  -0.99  0.2581
H  -1.30  -1.38  1.79  0.0406
O  4.11  -1.64  -1.65  -0.5800
C  -3.93  -1.45  2.46  -0.6929
H  -3.09  -4.25  -3.03  0.3479
O  1.47  -3.79  0.28  -0.5576
H  4.20  -1.62  -0.61  0.4072
C  -2.73  -1.00  3.29  0.3461
H  -3.41  1.09  3.46  0.3473
H  2.16  -3.50  0.96  0.5915
H  -6.04  0.67  -3.71  0.2821
O  1.23  1.51  -2.28  -0.0502
H  -2.35  0.51  4.75  0.3926
H  -5.42  -3.65  2.16  0.3644
H  2.66  1.26  -3.84  0.2500
O  2.99  -2.67  1.91  -0.9105
H  -1.60  -3.02  0.47  -0.0557
H  -2.45  -1.82  3.95  0.2841
H  -3.97  -0.08  4.73  0.4980
C  0.07  1.10  -2.94  -0.8028
C  -3.15  0.22  4.07  -1.7365
H  -0.43  3.50  4.10  0.3583
C  3.88  4.48  1.27  -0.7648
O  2.62  4.23  1.85  -0.3151
H  -3.04  0.05  -2.36  0.2909
H  3.82  1.16  -0.86  0.1359
H  -2.46  -1.88  -3.75  0.3757
H  -4.54  -3.26  -2.80  0.3922
H  3.94  5.42  0.73  0.2688
H  0.54  2.66  2.00  0.1456
H  -0.04  -1.31  0.07  0.2583
C  2.24  1.98  -3.12  -0.8733
C  4.29  3.39  -3.33  -1.7538
H  -5.42  -2.68  0.67  0.3795
H  -1.63  -2.39  -1.09  -0.1784
H  -0.70  0.96  -2.18  -0.0456
C  -2.79  -2.04  -2.72  0.2817
O  0.70  -0.76  -0.34  1.0977
H  1.74  -3.27  -0.57  0.3933
O  2.17  -0.41  1.75  -1.1104
C  -5.56  0.40  -2.77  -0.7994
H  2.94  2.20  1.80  -0.0032
H  4.60  2.73  -4.14  0.3272
C  -3.50  -3.40  -2.49  -1.2208
H  0.45  4.76  3.34  0.2957
H  1.83  2.80  -3.75  0.3566
H  4.39  0.79  -2.32  0.2603
H  3.73  4.23  -3.73  0.4169
H  0.53  -3.46  0.54  0.3504
H  -3.91  -0.89  -1.17  -0.1010

molar mass: 543.7 g/mol
largest force on an atom: 13.98 eV Å⁻¹
net charge: -1
orbital gap: 0.283 hartree
LUMO: 2.089 eV
HOMO: -5.598 eV